Record 1
The molecule C7H7N3O2 at a distorted geometry. Source: the OMol25 dataset; level of theory: wB97M-V/def2-TZVPD.

```
19
Properties=species:S:1:pos:R:3:forces:R:3:nbo_charge:R:1
C -1.400684 0.736889 1.582787 -2.32 6.13 -1.89 -0.280
C -2.342561 1.013643 0.427559 0.79 0.38 -0.33 -0.053
C -2.950477 1.202216 -0.598547 -1.92 -0.28 -1.92 -0.228
C 0.434704 0.015045 0.064072 -0.06 -1.83 -0.06 0.796
C 0.717535 -2.368007 -0.701760 1.20 -3.71 1.71 -0.301
C 0.813838 -1.935645 -2.058486 -0.36 1.36 -7.03 -0.051
C 0.799049 -1.623074 -3.285747 0.05 -1.51 5.42 -0.188
H -1.849444 0.013473 2.031099 -1.56 -5.93 2.64 0.219
H -1.594076 1.486897 2.400230 0.67 0.06 -1.06 0.260
H -3.657859 1.245468 -1.554261 2.19 0.01 2.83 0.273
H 0.300608 -1.813284 1.151364 -0.67 1.44 -0.66 0.400
H 0.087230 -3.408173 -0.588735 1.06 2.72 -0.55 0.239
H 1.829258 -2.866474 -0.337196 -2.67 1.98 -0.78 0.215
H 0.782500 -1.343519 -4.331522 0.08 -0.14 0.70 0.247
N 0.689945 1.615355 1.842380 0.56 2.22 2.02 0.248
N -0.062248 0.739830 1.245520 2.04 -1.75 -2.23 -0.309
N 0.125968 -1.373391 0.219643 1.56 -0.54 0.60 -0.643
O 1.862341 1.685813 1.588703 -0.15 -0.66 -0.60 -0.353
O 0.937373 0.510019 -0.901585 -0.49 0.04 1.20 -0.491
```
Forces are in eV/Å.

Its SMILES is C#CCNC(=O)N(CC#C)N=O. The value obtained for the energy above the lowest of the compared OMol25 structures with the same formula, charge and spin is 214.5 kcal per mole. The multiplicity is 1. Its charge is 0. For the total energy, the calculation gives -15929.22628 eV. The HOMO-LUMO gap comes out at 9.7009 eV. Its LUMO energy is 0.414 eV.



Record 2
A structure of composition C7H7N3O2ReS8Sb. Source: the OMol25 dataset; level of theory: wB97M-V/def2-TZVPD.

```
29
Properties=species:S:1:pos:R:3:forces:R:3:nbo_charge:R:1
Re -0.508255 0.355783 1.328326 -0.49 -0.38 0.20 0.223
O 4.188350 0.221878 6.330067 0.23 -0.12 0.35 -0.441
C 3.382342 0.221171 5.477969 -0.14 0.26 -0.36 0.248
S 3.608210 -0.622742 3.894617 0.00 -0.04 0.10 0.429
C 2.091250 -0.131273 3.246066 -0.56 0.51 0.42 -0.428
C 1.269952 0.684611 4.026168 0.38 -0.49 -0.62 -0.418
S -0.191098 1.307426 3.390565 0.18 -0.15 -0.33 0.339
S 1.827530 1.142830 5.584518 0.05 -0.09 0.07 0.450
S 1.621679 -0.502839 1.654281 -0.46 0.41 0.03 0.215
S -3.708767 -0.821992 -1.357461 -0.04 0.07 0.20 -0.556
Sb -3.867176 -0.514806 0.819760 -0.09 -0.14 0.09 1.310
S -1.689256 -1.420311 1.816502 0.13 0.16 0.07 -0.109
S -1.953507 2.013368 0.823119 0.59 -0.02 0.04 0.393
S -5.112700 0.039757 2.520383 0.14 -0.09 -0.30 -0.354
C 0.394313 -0.746327 -4.214973 0.10 -0.07 -0.22 -0.430
N -0.071267 -0.125920 -2.986646 0.05 -0.05 0.52 -0.326
C -0.972008 1.010638 -2.956659 -0.25 0.15 -0.01 -0.306
C -1.120921 1.186334 -1.483051 -0.18 0.20 -0.05 0.729
O -1.862054 2.064063 -0.946708 0.13 -0.19 -0.15 -0.510
N -0.361473 0.330497 -0.802669 0.09 0.23 0.32 -0.627
C 0.258050 -0.477674 -1.755856 0.08 -0.13 -0.24 0.685
N 1.052082 -1.466973 -1.416826 -0.08 0.06 -0.10 -0.720
H -0.326777 -0.528037 -4.999632 0.06 -0.02 -0.01 0.256
H 0.433161 -1.826769 -4.089356 0.02 -0.03 -0.04 0.233
H 1.372852 -0.354255 -4.495744 -0.04 -0.05 -0.03 0.244
H -1.939838 0.784223 -3.425129 0.18 0.08 0.09 0.291
H -0.540268 1.903870 -3.424840 -0.06 -0.08 0.05 0.287
H 1.210039 -1.693759 -0.444668 -0.02 0.01 -0.08 0.444
H 1.515563 -2.032775 -2.112119 0.00 0.01 0.00 0.447
```
Forces are in eV/Å.

The multiplicity is 1. Its charge is +2. For the total energy, the calculation gives -111273.25896 eV. The HOMO-LUMO gap (spin up / spin down) comes out at 5.1543 / 5.1679 eV. Its LUMO energy (spin up / spin down) is -8.862 / -8.852 eV.



Record 3
The molecule C7H7N3O4S at a distorted geometry. Source: the OMol25 dataset; level of theory: wB97M-V/def2-TZVPD.

```
22
Properties=species:S:1:pos:R:3:forces:R:3:lowdin_spin:R:1
C 3.101025 -0.334343 -0.078484 0.39 -3.28 3.69 0.075
C 2.006128 -0.823867 0.733213 5.30 0.06 0.27 0.440
C -1.178050 1.454013 -0.856613 0.98 0.73 -0.98 0.004
C 2.605687 0.219357 -1.199501 2.37 0.70 -1.14 0.377
C -2.415600 1.992448 -0.942850 0.17 1.71 -1.11 0.002
C -1.373511 0.243534 -0.211823 -1.21 1.79 0.34 0.012
C 0.892337 -0.405577 0.008338 -5.36 0.79 -0.09 0.568
N -2.609337 0.123084 0.122892 -1.75 -1.42 0.80 0.009
N -2.443894 -2.451416 0.833405 -0.26 0.79 -1.67 0.019
N -0.483327 -0.673587 0.188815 3.52 -2.22 -0.10 0.120
O -1.661438 -2.185554 -1.536436 -0.34 -0.25 -1.11 0.042
O -0.164906 -3.243516 0.167418 0.72 -0.33 -0.05 0.014
O 1.299369 0.214012 -1.155280 -3.51 0.94 -2.15 0.207
O -3.284481 1.170492 -0.366853 -0.64 0.93 -0.23 0.002
S -1.155669 -2.313637 -0.226782 -1.24 0.33 2.82 0.065
H 4.125033 -0.673313 0.120477 -0.37 0.84 -0.09 -0.004
H 2.081627 -1.077294 1.782600 -0.16 -0.19 -0.29 0.025
H -0.185640 1.643288 -1.220572 -0.36 1.01 -0.30 0.001
H 3.109537 0.674892 -2.051523 -0.35 -0.34 0.22 0.022
H -2.812965 2.940666 -1.416245 0.52 -1.49 0.81 0.000
H -3.206060 -1.713333 0.502844 2.13 -1.82 1.73 0.001
H -2.178684 -2.661972 1.822164 -0.55 0.71 -1.37 0.002
```
Forces are in eV/Å.

The multiplicity is 3. Its charge is 0. For the total energy, the calculation gives -30860.18122 eV. The HOMO-LUMO gap (spin up / spin down) comes out at 5.8798 / 7.4616 eV. Its LUMO energy (spin up / spin down) is 0.772 / -2.320 eV.



Record 4
The ion C7H7N4O with charge +1 at a distorted geometry. Source: the OMol25 dataset; level of theory: wB97M-V/def2-TZVPD.

```
19
Properties=species:S:1:pos:R:3:forces:R:3:nbo_charge:R:1
O -3.886892 1.663472 0.431531 -0.41 -0.97 0.66 -0.455
N -2.553547 1.446785 0.436379 4.48 -0.46 0.55 -0.042
C -1.638891 2.283129 1.184911 2.85 -2.46 -1.28 0.159
N -0.291948 1.780027 1.027035 -6.28 0.82 -0.61 -0.147
N -0.484270 0.719798 0.205132 -0.82 -1.97 -1.76 -0.141
C 0.697904 -0.080932 -0.170038 2.89 -4.28 -0.84 0.021
C 0.534279 -1.648675 -0.131705 3.76 1.85 -1.05 -0.171
C 1.817522 -2.481402 -0.495049 -1.45 4.49 0.22 -0.242
C 3.087559 -1.680170 -0.876455 -1.81 -0.25 0.51 0.069
N 3.252258 -0.262291 -0.924165 -4.64 -2.30 1.51 -0.377
C 2.089605 0.474722 -0.558810 -1.29 -0.82 0.26 0.066
C -1.802479 0.385269 -0.233750 1.28 3.99 3.09 0.185
H -4.236606 1.106943 1.181128 0.13 0.69 -0.86 0.502
H -1.839434 3.189097 1.848673 -0.16 -1.58 -1.29 0.290
H -0.464650 -2.139378 0.154085 1.81 0.79 -0.43 0.237
H 1.711446 -3.612322 -0.468380 0.57 1.76 -0.14 0.263
H 4.011824 -2.309380 -1.160735 -1.60 1.32 0.51 0.239
H 2.190399 1.624247 -0.563019 -0.05 -2.10 -0.04 0.237
H -2.194080 -0.458939 -0.886769 0.76 1.47 0.99 0.307
```
Forces are in eV/Å.

Its SMILES is On1cn[n+](-c2cccnc2)c1. The value obtained for the energy above the lowest of the compared OMol25 structures with the same formula, charge and spin is 77.3 kcal per mole. The multiplicity is 1. Its charge is +1. For the total energy, the calculation gives -15366.39842 eV. The HOMO-LUMO gap comes out at 8.1748 eV. Its LUMO energy is -4.710 eV.



Record 5
The ion C7H7N4O4 with charge -1 at a distorted geometry. Source: the OMol25 dataset; level of theory: wB97M-V/def2-TZVPD.

```
22
Properties=species:S:1:pos:R:3:forces:R:3:nbo_charge:R:1
C -0.952550 -0.630701 -0.173921 0.08 -0.04 -0.11 -0.328
C -0.661447 1.762201 -0.509627 0.12 0.11 -0.11 -0.294
C -2.304159 -0.456810 -0.071841 -0.45 0.31 0.01 -0.139
C -2.016158 1.929579 -0.409614 -0.44 -0.18 0.13 -0.150
C -0.113775 0.480271 -0.372902 4.35 -1.10 0.51 0.321
C -2.856936 0.828699 -0.174410 1.61 -0.29 -0.18 -0.075
C 1.930493 -1.027099 -0.197719 0.07 -0.13 -0.07 -0.421
N 2.098240 1.367659 -0.674114 -0.25 0.90 -1.90 -0.321
N 1.345723 0.274636 -0.348413 -4.14 0.68 0.68 -0.268
N -4.235344 1.001911 -0.023317 -1.61 0.24 0.14 0.518
N 3.056503 1.682643 0.147692 -0.50 -0.41 0.23 0.578
O -4.941415 0.004095 0.154553 0.19 0.40 -0.05 -0.438
O 3.281249 1.017151 1.171287 0.24 -0.46 0.78 -0.571
O -4.703425 2.143325 -0.070396 0.17 -0.46 0.01 -0.432
O 3.734214 2.662648 -0.166957 0.55 0.59 -0.05 -0.529
H -0.534997 -1.619854 -0.079942 0.05 -0.05 0.02 0.219
H 0.005413 2.591669 -0.677703 0.06 0.05 0.02 0.255
H -2.964992 -1.290608 0.110144 0.01 -0.03 -0.02 0.233
H -2.465688 2.907370 -0.479675 0.02 0.08 -0.05 0.236
H 3.012089 -0.905463 -0.181111 -0.14 -0.01 0.03 0.241
H 1.629039 -1.478833 0.750775 0.06 -0.09 -0.03 0.194
H 1.659872 -1.686438 -1.029980 -0.05 -0.10 -0.01 0.169
```
Forces are in eV/Å.

Its SMILES is CN(N=[N+]([O-])[O-])c1ccc([N+](=O)[O-])cc1. The value obtained for the energy above the lowest of the compared OMol25 structures with the same formula, charge and spin is 0.0 kcal per mole. The multiplicity is 1. Its charge is -1. For the total energy, the calculation gives -21517.94731 eV. The HOMO-LUMO gap (spin up / spin down) comes out at 6.3213 / 6.3226 eV. Its LUMO energy (spin up / spin down) is 2.307 / 2.308 eV.



Record 6
The molecule C7H7NO at a distorted geometry. Source: the OMol25 dataset; level of theory: wB97M-V/def2-TZVPD.

```
16
Properties=species:S:1:pos:R:3:forces:R:3:nbo_charge:R:1
C -1.054296 -0.858702 -0.120207 0.43 -0.79 -0.37 0.599
C -0.806716 0.449777 -0.848440 -0.72 0.15 -0.94 -0.349
C -1.029296 1.350531 0.392574 0.00 -0.40 0.32 -0.235
C 0.728512 0.659053 -0.552599 -0.78 1.68 0.36 -0.104
C 1.641180 -0.491427 -0.599555 0.44 -1.04 0.57 -0.203
C 1.301323 -1.332332 0.394905 -0.88 0.63 -0.48 -0.162
C 0.030023 -0.695612 1.003466 -0.73 -0.26 0.48 -0.226
H -1.257759 0.637422 -1.846973 0.24 -0.31 0.79 0.233
H -0.907900 2.420054 0.215572 -0.07 -0.13 -0.03 0.213
H -1.908342 1.145516 1.045018 0.55 0.22 -0.48 0.205
H 1.076128 1.636189 -0.918954 0.02 -0.42 -0.04 0.217
H 2.449581 -0.593769 -1.312286 -0.10 -0.12 0.06 0.227
H 1.658710 -2.345139 0.581541 -0.01 0.47 0.11 0.234
H -0.387969 -0.980715 1.983961 0.65 -0.16 -0.36 0.233
N 0.275311 0.782273 0.899188 0.43 -0.48 -0.17 -0.361
O -1.808491 -1.783112 -0.317210 0.53 0.97 0.18 -0.520
```
Forces are in eV/Å.

Its SMILES is O=C1[C@H]2CN3[C@@H]1C=C[C@@H]23. The value obtained for the energy above the lowest of the compared OMol25 structures with the same formula, charge and spin is 44.4 kcal per mole. The multiplicity is 1. Its charge is 0. For the total energy, the calculation gives -10907.41281 eV. The HOMO-LUMO gap comes out at 9.4400 eV. Its LUMO energy is 0.879 eV.



Record 7
The molecule C7H7NO at a distorted geometry. Source: the OMol25 dataset; level of theory: wB97M-V/def2-TZVPD.

```
16
Properties=species:S:1:pos:R:3:forces:R:3:nbo_charge:R:1
C 0.484133 -1.350359 1.903008 -0.81 1.51 -0.38 -0.274
C 1.099865 -0.138007 1.479696 1.83 0.09 0.32 -0.270
C -0.539473 -1.565972 1.059801 -0.54 -2.45 0.24 -0.034
C 0.483305 0.345916 0.354900 0.54 -1.64 0.02 0.138
C -1.192673 -0.457860 -1.098572 1.72 3.68 -0.45 0.753
C 0.656543 1.339378 -0.797157 2.69 0.20 1.04 -0.451
C -0.579426 1.108891 -1.580492 -3.11 -0.18 -0.39 -0.504
N -0.500746 -0.656831 0.080874 0.33 2.59 -0.93 -0.421
O -2.001268 -1.143103 -1.611441 -0.68 -0.62 -0.45 -0.533
H 0.610305 -1.781025 2.848584 0.45 -0.90 0.89 0.221
H 2.081748 0.030086 1.948286 -0.70 1.09 -0.46 0.225
H -1.210675 -2.409446 1.042551 -0.26 0.21 -0.13 0.226
H 0.850247 2.407806 -0.397303 -0.73 -1.64 -0.67 0.234
H 1.590906 1.124096 -1.408591 -0.97 -0.07 0.83 0.223
H -0.545022 1.256546 -2.712301 -0.04 -0.39 1.69 0.239
H -1.287769 1.889881 -1.111843 0.28 -1.48 -1.16 0.228
```
Forces are in eV/Å.

Its SMILES is O=C1CCc2cccn21. The value obtained for the energy above the lowest of the compared OMol25 structures with the same formula, charge and spin is 10.5 kcal per mole. The multiplicity is 1. Its charge is 0. For the total energy, the calculation gives -10908.88376 eV. The HOMO-LUMO gap comes out at 9.5126 eV. Its LUMO energy is 0.780 eV.